Density functional theory data (ωB97M-V with the def2-TZVPD basis set) for a structure of composition C38H27Cl5IN8O4Pr.

```
84
Properties=species:S:1:pos:R:3:forces:R:3:lowdin_spin:R:1
Pr -0.74833 0.26311 1.26725 -0.312 0.140 -0.794 2.022
Cl -7.61275 2.67050 1.98100 0.003 0.013 -0.006 0.000
C -5.90003 2.67485 1.70823 0.050 0.000 -0.036 0.000
C -5.20349 1.48322 1.82842 0.065 -0.085 0.060 0.000
C -3.82423 1.42726 1.63424 -0.029 -0.133 0.070 0.000
N -3.04354 0.28225 1.92812 -0.608 0.203 -0.082 -0.003
C -3.58766 -0.94475 1.99328 0.104 0.319 0.063 0.000
O -4.68328 -1.32690 1.57891 -0.172 -0.032 -0.025 -0.001
C -2.68494 -1.96362 2.66242 -0.081 0.113 0.180 0.000
C -3.16098 -3.24890 2.86046 -0.058 -0.145 -0.008 0.000
C -2.39962 -4.13424 3.60231 -0.018 -0.006 -0.023 0.000
C -1.19670 -3.69418 4.13424 0.001 -0.083 0.044 0.000
C -0.78642 -2.40373 3.85820 0.076 0.059 -0.114 0.000
N -1.49718 -1.55093 3.11724 -0.202 -0.193 0.081 -0.001
C -3.13735 2.59954 1.24006 0.106 0.068 -0.109 0.000
C -3.85635 3.78994 1.14009 0.069 -0.016 -0.071 0.000
C -5.21885 3.83387 1.37796 -0.094 -0.045 0.027 0.000
Cl -6.03911 5.35718 1.23155 0.000 -0.042 0.006 0.000
N -1.74420 2.48611 1.01037 -0.173 0.222 0.058 -0.005
C -1.07957 3.45411 0.35528 -0.100 -0.201 0.145 0.000
O -1.50066 4.48554 -0.16607 -0.014 0.076 -0.128 -0.001
C 0.41808 3.20459 0.22967 -0.081 0.116 0.095 0.000
C 1.15224 4.04749 -0.59331 0.131 0.150 0.018 0.000
C 2.50887 3.83103 -0.73393 0.064 -0.010 -0.046 0.000
C 3.09808 2.79245 -0.02347 0.036 0.017 -0.034 0.000
C 2.29505 2.02237 0.79597 0.069 -0.047 0.163 0.000
N 0.98024 2.20956 0.91664 -0.003 0.206 -0.395 -0.002
H -5.73879 0.58533 2.09380 -0.004 0.026 0.016 0.000
H -4.12338 -3.50614 2.43995 0.026 -0.007 0.033 0.000
H -2.74396 -5.14640 3.77749 0.008 0.039 0.001 0.000
H -0.57715 -4.33698 4.74754 -0.043 0.041 -0.042 0.000
H 0.15650 -2.03951 4.24610 -0.007 0.002 -0.014 0.000
H -3.34962 4.69403 0.85519 0.019 0.038 -0.007 0.000
H 0.62983 4.85675 -1.08386 0.001 -0.050 -0.027 0.000
H 3.10859 4.46322 -1.38091 -0.053 -0.027 0.058 0.000
H 4.15858 2.58480 -0.09302 -0.037 0.034 0.031 0.000
H 2.72518 1.23570 1.40769 -0.020 -0.091 -0.076 0.000
Cl 5.18427 -1.67672 5.51478 -0.030 -0.005 -0.043 0.000
C 3.88957 -1.56737 4.35876 0.036 -0.044 0.005 0.000
C 3.02409 -0.49215 4.40015 -0.035 0.172 0.116 0.000
C 2.01090 -0.42010 3.46332 0.009 0.005 0.046 0.000
Cl 0.80986 0.85383 3.61405 0.533 -0.026 0.641 -0.001
C 1.82609 -1.35517 2.42509 0.025 -0.092 -0.186 0.000
O 0.92166 -1.21934 1.50260 0.901 -0.383 0.527 -0.006
C 2.68499 -2.47261 2.50152 -0.008 -0.092 0.018 0.000
Cl 2.35955 -3.80527 1.43698 0.093 0.094 -0.058 0.000
C 3.70532 -2.57771 3.42892 -0.007 -0.095 -0.036 0.000
H 3.12827 0.27461 5.15794 -0.032 -0.062 -0.042 0.000
H 4.33819 -3.45541 3.43866 -0.021 0.040 -0.012 0.000
I -1.85039 -4.70086 -3.06440 0.000 0.071 0.056 0.000
C -2.21430 -3.07449 -1.85016 0.059 -0.075 -0.086 0.000
C -3.36855 -2.32670 -1.78021 -0.095 -0.051 -0.018 0.001
N -3.13913 -1.36631 -0.87399 -0.044 -0.008 -0.204 0.000
N -1.91345 -1.44440 -0.34511 -0.218 -0.440 -0.004 -0.002
C -1.33826 -2.48599 -0.92988 0.252 0.020 0.011 0.000
H -4.31548 -2.42942 -2.28833 0.103 0.054 0.074 0.000
H -3.81806 -0.73290 -0.47998 -0.096 0.071 0.142 0.000
H -0.32287 -2.76162 -0.67704 -0.068 0.056 -0.018 0.000
C 2.89448 1.06894 -4.74541 -0.084 0.111 0.125 0.000
N 1.66703 1.08599 -3.96505 0.081 -0.331 -0.177 0.000
N 1.50127 0.33795 -2.80375 0.311 0.309 0.184 0.000
C 0.44902 0.86090 -2.08709 -0.646 -0.139 -0.246 0.000
O -0.01252 0.36419 -1.03934 0.540 -0.041 -0.134 -0.002
C -0.04770 1.94894 -2.86114 -0.195 0.229 0.160 0.000
C 0.73705 2.06450 -3.96736 0.005 0.154 -0.074 0.000
C 0.71370 3.09312 -5.04598 0.040 -0.025 0.018 0.000
C 2.21768 -0.87981 -2.60755 -0.127 -0.022 -0.160 0.000
C 2.09390 -1.88878 -3.55401 -0.076 -0.084 -0.116 0.000
C 2.84907 -3.04595 -3.42501 -0.015 -0.001 -0.018 0.000
C 3.72068 -3.18983 -2.35255 -0.023 -0.014 -0.010 0.000
C 3.81875 -2.18462 -1.40013 0.015 -0.079 0.080 0.000
C 3.06096 -1.03036 -1.51861 -0.029 0.083 -0.025 0.000
H 3.56516 0.32042 -4.34534 0.052 -0.123 0.082 0.000
H 3.39297 2.03825 -4.70297 -0.014 0.006 0.034 0.000
H 2.68391 0.82062 -5.78387 -0.044 -0.018 -0.024 0.000
H -0.90362 2.55609 -2.59862 0.154 -0.072 0.002 0.000
H -0.19621 3.68380 -4.96631 0.024 -0.020 -0.003 0.000
H 0.75472 2.63813 -6.03741 -0.017 0.013 0.044 0.000
H 1.56718 3.77128 -4.95190 -0.045 -0.043 -0.006 0.000
H 1.40607 -1.76580 -4.38666 0.083 0.007 0.107 0.000
H 2.75150 -3.83479 -4.16276 0.011 0.063 0.071 0.000
H 4.31505 -4.09115 -2.25232 -0.046 0.075 -0.009 0.000
H 4.49143 -2.29798 -0.55851 -0.073 -0.012 -0.014 0.000
H 3.11310 -0.24646 -0.77910 0.040 0.094 0.070 0.000
```
Forces are in eV/Å.

Calculated values
E_HOMO (alpha / beta)   -7.0 / -7.0 eV
Total energy   -5319.18043 Eh
Lowest unoccupied orbital energy (alpha / beta)   0.0008 / 0.0008 Eh
Multiplicity   3
M   1104.76 g mol⁻¹
Relative energy (zero: lowest compared OMol25 entry of this formula, charge and spin)   14.09 kcal/mol
Net charge   0



Density functional theory data (ωB97M-V with the def2-TZVPD basis set) for a cluster of 2 separate species, C35H40NOSi in total.

```
78
Properties=species:S:1:pos:R:3:forces:R:3:mulliken_charge:R:1
C 2.42424 1.22456 -1.10922 -0.561 0.407 -1.631 0.478
C 2.81362 2.54282 -1.51976 1.150 1.115 0.723 0.448
C 1.80809 3.52727 -1.76839 0.150 -0.731 0.018 -0.078
C 2.05823 4.56194 -2.66954 0.108 -0.171 0.147 -0.722
C 3.34763 4.73606 -3.19693 -0.330 -0.189 0.479 -0.308
C 4.41094 3.94614 -2.72419 -0.087 -0.179 0.258 -0.722
C 4.16028 2.87245 -1.87393 -0.363 0.042 -0.741 -0.224
C 3.07359 0.11894 -1.69078 -0.056 -0.394 0.428 -0.472
C 2.48894 -0.95191 -2.34276 -0.136 0.661 0.772 -0.108
C 3.16790 -2.12692 -2.77915 0.895 -0.740 -0.994 0.779
C 2.41570 -3.27108 -3.16818 0.170 0.701 0.097 -0.190
C 3.04882 -4.45071 -3.52229 0.302 -0.057 0.156 -0.629
C 4.45295 -4.52259 -3.51147 -0.496 0.346 0.288 -0.425
C 5.20782 -3.37157 -3.23009 -0.088 -0.275 0.125 -0.682
C 4.58257 -2.18136 -2.88196 -0.427 -0.374 0.039 -0.468
H 1.48165 1.12630 -0.57550 -0.275 -0.251 -0.212 -0.095
H 0.82201 3.39190 -1.31427 0.222 0.000 -0.340 0.323
H 1.23081 5.21562 -2.95889 0.420 -0.153 0.111 0.418
H 3.52577 5.52132 -3.92860 0.017 -0.155 0.184 0.410
H 5.43511 4.16566 -3.03723 -0.390 -0.076 0.137 0.384
H 4.99484 2.26663 -1.51080 -0.334 0.116 -0.202 0.464
H 4.16058 0.19038 -1.69919 -0.003 0.017 -0.217 0.088
H 1.43736 -0.89382 -2.61733 0.188 -0.070 0.438 0.733
H 1.32791 -3.19467 -3.16825 0.251 -0.116 0.051 0.250
H 2.44890 -5.32530 -3.77585 0.233 0.230 0.060 0.401
H 4.93676 -5.48590 -3.67877 -0.042 0.387 -0.158 0.390
H 6.29357 -3.43852 -3.24758 -0.219 0.113 -0.073 0.392
H 5.16723 -1.27904 -2.71358 -0.021 -0.301 0.027 0.358
C -0.87969 -1.24777 -1.91031 0.109 0.115 -0.427 -0.618
Si -1.78132 -1.81549 -0.40414 0.083 0.619 0.568 0.570
C -3.59066 -1.97937 -0.63194 -0.275 -0.354 -0.216 -1.115
C -0.90899 -3.32294 0.22548 -0.093 -0.364 0.004 -1.124
O -1.47903 -0.50455 0.54114 0.397 0.115 -0.353 -0.369
C -1.84446 0.14846 1.71891 -0.022 0.204 -0.550 2.485
C -2.70940 1.35097 1.35401 -0.040 0.030 0.281 -0.268
C -2.63788 1.96174 0.08817 -0.649 -0.001 0.337 0.014
C -3.52768 3.00893 -0.19855 0.309 -0.250 0.108 -0.892
C -4.44427 3.43134 0.77120 -0.016 0.140 0.050 -0.734
C -4.38772 2.92709 2.07494 0.344 -0.050 -0.073 -0.948
C -3.45597 1.93278 2.38072 -0.330 0.265 -0.475 -0.629
C -2.51788 -0.87933 2.66182 -0.362 0.038 -0.608 0.357
C -3.90626 -0.89177 2.87200 0.253 -0.144 0.462 -0.304
C -4.47694 -1.85114 3.71654 0.029 0.051 -0.437 -0.870
C -3.72483 -2.94234 4.14181 0.117 -0.068 -0.019 -0.566
C -2.36963 -3.02085 3.80667 0.055 0.317 -0.068 -0.744
C -1.75868 -1.95843 3.12526 -0.267 -0.186 0.337 -0.755
C -0.55205 0.76543 2.29085 0.123 0.278 1.166 -0.751
C -0.20425 2.23951 1.94516 -0.397 -0.461 -0.098 -0.080
C 1.29628 2.30725 2.27121 0.031 0.254 0.189 -0.513
C 1.71242 0.86515 2.59820 -0.473 -0.433 0.206 -0.673
N 0.66897 0.09195 1.90438 0.744 -0.585 -0.277 0.051
H -0.71899 -2.03746 -2.65498 0.007 0.231 0.040 0.602
H -1.36429 -0.37879 -2.37460 0.090 -0.228 0.008 0.315
H 0.07670 -0.91888 -1.48724 -0.255 -0.071 -0.102 -0.547
H -3.76663 -2.51964 -1.57582 -0.280 0.099 0.338 0.460
H -4.02519 -2.52723 0.21322 -0.116 0.075 -0.257 0.276
H -4.03980 -0.97861 -0.68803 0.036 -0.262 -0.044 0.238
H -0.91023 -4.07344 -0.57803 0.072 -0.007 0.242 0.474
H 0.13305 -3.09583 0.48912 -0.186 -0.049 -0.075 0.243
H -1.41351 -3.74249 1.10322 0.154 -0.027 -0.202 0.248
H -1.87738 1.64713 -0.64140 -0.643 -0.095 0.307 0.285
H -3.48870 3.48551 -1.18656 -0.149 -0.186 0.481 0.411
H -5.18209 4.19449 0.52227 0.215 -0.176 0.054 0.415
H -5.05656 3.28020 2.86271 0.203 0.087 -0.354 0.452
H -3.31601 1.57555 3.40511 -0.321 0.076 -0.390 0.617
H -4.54849 -0.14659 2.40287 0.244 -0.205 0.307 0.485
H -5.52662 -1.74658 3.99586 0.251 -0.224 -0.197 0.403
H -4.20380 -3.75005 4.70036 0.217 0.305 -0.097 0.394
H -1.78787 -3.90672 4.07280 -0.152 0.354 0.027 0.427
H -0.68594 -1.99185 2.92417 -0.383 -0.100 0.100 0.322
H -0.68253 0.73320 3.40511 0.120 0.088 -0.427 0.174
H -0.35931 2.43081 0.86562 -0.019 -0.116 0.602 -0.413
H -0.85867 2.92098 2.51196 0.478 -0.103 -0.274 0.563
H 1.81598 2.68882 1.38777 0.236 -0.030 0.236 0.069
H 1.50656 2.96866 3.10921 0.083 0.096 -0.064 0.378
H 2.73290 0.62409 2.28401 -0.207 -0.103 -0.105 0.425
H 1.62544 0.64466 3.68008 0.285 0.423 -0.183 0.408
H 0.67812 -0.91113 2.12217 0.069 0.712 -0.049 0.158
```
Forces are in eV/Å.

Calculated values
E_HOMO   -10.8 eV
Total energy   -1776.92368 Eh
Lowest unoccupied orbital energy   -0.2019 Eh
M   518.80 g mol⁻¹
Relative energy (zero: lowest compared OMol25 entry of this formula, charge and spin)   34.23 kcal/mol
Net charge   +1



Density functional theory data (ωB97M-V with the def2-TZVPD basis set) for a structure of composition C33H32AsN2O2PdS.

```
72
Properties=species:S:1:pos:R:3:forces:R:3:mulliken_charge:R:1
Pd 1.48793 0.33707 0.23270 0.106 0.233 0.407 -0.642
N 3.43633 1.14547 1.39943 0.053 0.116 -0.205 -0.465
C 3.79760 0.12398 2.39765 0.088 -0.111 0.039 -0.573
C 2.67864 -0.05561 3.43032 -0.012 0.023 0.072 0.239
C 2.10300 -1.49197 3.39668 0.053 0.078 -0.004 0.098
O 2.88695 -2.38596 3.75855 0.093 -0.106 0.027 -0.802
O 0.91732 -1.61483 2.99678 -0.225 -0.051 -0.040 -0.592
H 4.18116 1.25133 0.71953 -0.017 0.036 0.040 0.156
H 3.28908 2.04733 1.83865 0.008 -0.056 0.017 0.163
H 4.74637 0.37376 2.89040 -0.038 -0.018 -0.004 0.267
H 3.94866 -0.81401 1.85953 0.001 0.057 0.023 0.323
H 1.88586 0.67423 3.24251 0.025 -0.019 -0.015 -0.286
H 3.07475 0.11254 4.43457 -0.027 0.013 0.009 0.434
N 2.87244 -1.37206 -0.67972 -0.155 0.069 -0.144 -0.512
S 1.44647 -1.86266 -1.18711 -0.292 0.068 0.014 0.925
C 0.66714 -0.65785 -2.25400 -0.183 -0.053 -0.168 0.731
C 1.41246 0.14729 -3.10161 -0.020 0.030 -0.004 -0.398
C 0.75842 1.02361 -3.95932 0.037 -0.026 0.001 -0.767
C -0.62742 1.06964 -3.99052 -0.033 -0.004 0.051 -0.764
C -1.36883 0.23954 -3.15315 0.013 0.048 -0.022 -0.716
C -0.72638 -0.62605 -2.28750 0.049 -0.056 0.023 -0.285
C 1.74888 -3.08876 -2.52823 0.167 -0.058 0.059 0.464
C 2.87454 -3.88784 -2.39107 0.013 0.017 -0.006 -0.587
C 3.12505 -4.89738 -3.30996 0.013 -0.008 -0.005 -0.624
C 2.24608 -5.11622 -4.36056 -0.005 -0.002 0.003 -0.394
C 1.11464 -4.32163 -4.48892 0.011 -0.021 -0.006 -0.706
C 0.86190 -3.30990 -3.57453 -0.045 0.003 -0.021 -0.415
H 3.43367 -1.06409 -1.47636 0.044 -0.016 0.044 0.069
H 2.49455 0.09741 -3.08841 -0.001 0.017 0.010 0.252
H 1.33753 1.66621 -4.61128 -0.001 0.004 -0.003 0.354
H -1.13312 1.75615 -4.65696 -0.008 0.014 -0.016 0.397
H -2.45087 0.28000 -3.16120 -0.009 -0.001 -0.006 0.438
H -1.29271 -1.26405 -1.61748 0.020 0.020 -0.040 0.544
H 3.54497 -3.70567 -1.56045 0.027 -0.002 0.027 0.472
H 4.00660 -5.51647 -3.20031 0.005 -0.007 0.000 0.367
H 2.43930 -5.90444 -5.07670 0.007 -0.012 -0.013 0.369
H 0.42598 -4.48582 -5.30828 -0.005 -0.003 -0.008 0.386
H -0.01678 -2.68755 -3.68796 0.020 -0.037 -0.009 0.321
C -1.02480 2.47675 5.45005 -0.004 0.005 0.008 -0.488
C -0.96331 3.40785 4.42329 0.004 0.004 0.009 -0.674
C -0.89084 2.98138 3.10400 0.027 0.045 -0.004 -0.376
C -0.88426 1.62319 2.79937 -0.062 -0.025 0.031 0.120
C -0.92439 0.69163 3.83339 -0.009 -0.010 0.006 -0.194
C -1.00003 1.12184 5.15066 -0.004 0.002 0.008 -0.656
As -0.63802 1.02216 0.95759 0.335 -0.183 -0.264 2.286
C -2.01086 -0.36424 0.77860 0.007 0.018 0.071 0.762
C -3.21523 -0.20182 0.10150 -0.022 0.037 0.013 -0.308
C -4.04354 -1.29341 -0.13260 -0.008 0.004 -0.015 -0.733
C -3.67646 -2.55414 0.31483 0.002 -0.019 -0.004 -0.544
C -2.47527 -2.71941 0.99332 0.002 0.008 -0.014 -1.096
C -1.63480 -1.63667 1.21412 -0.019 -0.019 0.049 -0.226
C -1.51400 2.52168 0.05940 -0.029 -0.010 0.032 -0.358
C -2.71312 3.08695 0.49081 -0.019 -0.009 -0.025 0.065
C -3.27840 4.14919 -0.19758 -0.004 0.011 -0.006 -0.726
C -2.64456 4.66325 -1.32379 0.006 0.013 -0.004 -0.483
C -1.44478 4.11560 -1.75083 -0.013 0.021 -0.021 -0.565
C -0.88221 3.05106 -1.05686 0.050 -0.064 -0.075 -0.894
H -1.07829 2.80608 6.48052 0.000 0.006 0.012 0.362
H -0.96813 4.46814 4.64626 -0.001 0.008 0.005 0.384
H -0.83983 3.71840 2.30920 0.016 -0.032 0.060 0.413
H -0.82462 -0.36544 3.61894 0.000 0.012 -0.005 0.247
H -1.01859 0.38794 5.94636 0.002 -0.010 0.014 0.412
H -3.50969 0.77095 -0.27276 0.010 0.008 0.017 0.413
H -4.97413 -1.15520 -0.67093 -0.006 -0.004 0.000 0.390
H -4.32022 -3.40575 0.12907 -0.001 0.000 0.003 0.354
H -2.17470 -3.69893 1.34286 0.001 -0.022 0.002 0.475
H -0.68017 -1.78308 1.71731 0.022 0.013 -0.007 0.358
H -3.19869 2.69836 1.37925 -0.018 -0.004 -0.022 0.534
H -4.21129 4.58092 0.14423 -0.006 0.001 0.004 0.381
H -3.08456 5.49481 -1.86091 -0.005 0.002 -0.003 0.370
H -0.94415 4.51467 -2.62491 0.001 0.005 -0.002 0.425
H 0.05776 2.61056 -1.37948 -0.030 0.013 0.002 0.329
```
Forces are in eV/Å.

Calculated values
E_HOMO   -3.5 eV
Total energy   -4298.54396 Eh
Lowest unoccupied orbital energy   0.0909 Eh
M   702.04 g mol⁻¹
Relative energy (zero: lowest compared OMol25 entry of this formula, charge and spin)   0.00 kcal/mol
Net charge   -1



Density functional theory data (ωB97M-V with the def2-TZVPD basis set) for the molecule C5H9N.

```
15
Properties=species:S:1:pos:R:3:forces:R:3:mulliken_charge:R:1
C 0.55309 1.64345 -0.89621 0.066 0.111 -0.224 -0.640
C 0.10550 1.70252 0.53742 -0.100 0.080 0.183 -0.549
C 0.63966 0.42272 -0.03183 0.137 -0.066 0.067 0.020
N -0.31795 -0.58935 -0.38525 -0.163 0.237 -0.250 -0.261
C -1.07439 -1.34838 0.57474 -0.151 -0.154 0.248 -0.390
C -0.05230 -1.99771 -0.28985 0.059 -0.313 -0.081 -0.503
H -0.22603 1.57994 -1.64598 0.088 0.060 0.039 0.269
H 1.45258 2.16210 -1.20966 -0.068 -0.026 0.174 0.246
H 0.71760 2.25915 1.24085 -0.035 -0.184 -0.087 0.241
H -0.95660 1.73315 0.75765 0.086 0.027 -0.150 0.243
H 1.62581 0.09812 0.29885 -0.143 -0.084 -0.008 0.343
H -0.81981 -1.27459 1.62619 0.021 0.102 0.064 0.249
H -2.13700 -1.45355 0.36070 0.200 0.014 0.052 0.228
H -0.35650 -2.58038 -1.15417 0.077 -0.033 0.101 0.251
H 0.84633 -2.35721 0.21655 -0.074 0.229 -0.129 0.254
```
Forces are in eV/Å.

Calculated values
E_HOMO   -8.7 eV
Total energy   -250.58185 Eh
Lowest unoccupied orbital energy   0.0481 Eh
M   83.13 g mol⁻¹
Relative energy (zero: lowest compared OMol25 entry of this formula, charge and spin)   53.40 kcal/mol
Net charge   0



> total energy of number 2 (C35H40NOSi)?

-1776.92368 Eh



> net charge of number 3 (C33H32AsN2O2PdS)?

-1